This record from the OMol25 dataset describes a structure of composition C13H10N2O4RhS. The level of theory is wB97M-V/def2-TZVPD.

Properties
* relative energy (zero: lowest compared OMol25 entry of this formula, charge and spin): 32.60 kcal per mole
* gap between HOMO and LUMO (alpha / beta): 5.04 / 4.01 eV
* <S²>: 6.03
* 2S+1: 5
* total charge: +3

The geometry in XYZ format:
```
31
C13H10N2O4RhS wB97M-V/def2-TZVPD
H -0.976 -1.173 -3.275
O 0.304 2.959 0.227
C 1.596 -1.387 2.923
C 1.995 -0.044 0.053
O -2.876 -0.183 -0.047
H -1.593 1.873 6.492
H 0.277 0.171 6.737
O -0.110 -3.146 -0.235
C 0.208 1.835 0.480
H -1.552 1.396 2.256
O 2.985 -0.005 -0.547
C 0.013 -2.052 0.161
H 3.051 -2.770 2.451
H -0.986 1.258 -3.063
S 1.681 -1.330 4.692
C -0.080 -0.581 -3.558
C -1.198 1.417 5.609
C -1.788 -0.157 0.414
C -0.105 0.189 3.464
H 0.826 1.280 -3.156
C -1.711 1.759 4.361
C -0.175 0.491 5.812
C -1.153 1.134 3.247
N 2.380 -2.110 2.035
H 0.852 -1.146 -3.336
Rh 0.093 -0.100 0.579
N 0.644 -0.529 2.512
C -0.094 0.744 -3.493
H -2.519 2.490 4.265
H 2.211 -2.181 1.012
C 0.380 -0.140 4.728
```

---

This record from the OMol25 dataset describes a structure of composition C5H15N3. The level of theory is wB97M-V/def2-TZVPD.

Properties
* relative energy (zero: lowest compared OMol25 entry of this formula, charge and spin): 57.98 kcal per mole
* gap between HOMO and LUMO: 8.62 eV

The geometry in XYZ format:
```
23
C5H15N3 wB97M-V/def2-TZVPD
C -1.259 1.111 -0.304
H -3.212 1.500 0.484
N -0.723 0.337 0.988
H -0.996 -1.452 2.075
H 0.406 0.278 -1.200
C -2.375 2.048 0.049
N 1.387 -0.453 -0.556
H -2.050 2.782 0.789
C 1.479 -1.858 -0.932
H 2.009 -2.456 -0.181
H 0.746 -0.304 0.338
H -2.519 -0.695 1.562
N -0.684 0.961 -1.383
H 0.475 -2.264 -1.049
H -2.704 2.568 -0.848
C 2.683 0.189 -0.378
H 2.526 1.229 -0.095
H -0.771 0.959 1.792
H 3.247 0.161 -1.313
H 3.284 -0.302 0.397
C -1.475 -0.883 1.274
H 2.011 -1.956 -1.881
H -1.486 -1.499 0.374
```

---

This record from the OMol25 dataset describes the molecule C5H7N3. The level of theory is wB97M-V/def2-TZVPD.

Properties
* relative energy (zero: lowest compared OMol25 entry of this formula, charge and spin): 166.13 kcal per mole
* gap between HOMO and LUMO: 10.69 eV

The geometry in XYZ format:
```
15
C5H7N3 wB97M-V/def2-TZVPD
H 1.074 1.433 0.975
N -3.043 0.660 -2.485
H 2.588 1.346 2.304
N 0.137 0.274 -0.491
C 0.936 -0.349 2.429
H -0.775 -1.262 -1.058
H 1.405 -0.689 3.350
C -2.008 0.153 -2.046
H 0.039 -0.615 -2.519
H 0.658 -1.646 0.294
C 0.677 -0.547 0.303
N 1.775 -0.422 1.310
C -0.685 -0.257 -1.486
C 1.591 0.820 1.801
H -0.140 -1.061 2.305
```

---

This record from the OMol25 dataset describes a structure of composition C20H15Cl5MoN2O3S. The level of theory is wB97M-V/def2-TZVPD.

Properties
* relative energy (zero: lowest compared OMol25 entry of this formula, charge and spin): 0.00 kcal per mole
* gap between HOMO and LUMO: 5.74 eV

The geometry in XYZ format:
```
47
C20H15Cl5MoN2O3S wB97M-V/def2-TZVPD
H 1.487 1.608 1.962
C 1.839 0.604 -2.131
C -2.891 1.352 1.427
Cl 0.134 -2.304 -4.232
H -2.752 1.356 2.500
H -1.812 -0.213 -2.587
C 2.150 -0.420 2.236
Mo 0.161 0.601 -0.958
C -2.443 0.474 -0.762
C 1.301 -1.081 1.331
N 0.724 -0.367 0.310
O -3.604 3.810 2.905
H 3.385 -0.709 3.951
Cl 0.233 2.846 -0.637
S -4.615 3.455 1.931
C 2.463 -2.544 3.338
C 2.413 1.049 2.101
Cl 2.933 -1.869 -5.652
H 3.054 1.259 1.241
C 2.727 -1.187 3.236
C -3.937 2.321 -0.524
H -3.421 1.443 -2.417
O -5.013 4.508 1.020
H -4.597 3.078 -0.928
Cl 4.179 1.976 -2.018
N -1.632 -0.379 -1.599
C -3.290 1.414 -1.340
C 3.409 0.042 -3.783
C -3.736 2.289 0.855
C 2.504 -0.926 -4.286
C 1.268 -1.117 -3.677
C 0.991 -0.313 -2.599
H -1.701 -1.385 -1.465
C 1.615 -3.173 2.436
C 1.022 -2.457 1.412
H 0.104 -4.183 0.531
H -0.921 -2.750 0.526
C 0.109 -3.102 0.408
H 0.432 -2.878 -0.612
Cl 4.928 0.249 -4.552
H 2.910 1.429 2.992
C 3.086 0.823 -2.672
H 1.416 -4.233 2.527
O -5.690 2.621 2.430
H -1.605 -0.329 1.069
H 2.919 -3.120 4.133
C -2.236 0.430 0.623
```

---

This record from the OMol25 dataset describes a structure of composition C46H38AsCl2F6N3O7RuSi. The level of theory is wB97M-V/def2-TZVPD.

Properties
* relative energy (zero: lowest compared OMol25 entry of this formula, charge and spin): 0.00 kcal per mole
* gap between HOMO and LUMO (alpha / beta): 6.62 / 4.35 eV
* <S²>: 6.06
* 2S+1: 5

The geometry in XYZ format:
```
105
C46H38AsCl2F6N3O7RuSi wB97M-V/def2-TZVPD
N -0.509 -0.403 1.455
C 0.927 0.706 -2.232
C 0.712 2.447 4.680
C 5.487 2.367 1.265
C -2.191 -4.569 -4.350
C -1.239 -3.516 -4.318
H 1.470 5.743 -2.011
C 3.133 -1.780 -4.856
As -1.900 3.967 0.644
H -1.623 -0.098 5.110
H 4.716 -0.204 1.960
H -3.166 0.545 3.242
C -3.542 -4.351 -4.272
C 3.454 -1.502 -3.534
C -0.051 -0.674 3.766
C 2.017 -2.554 -5.138
C 1.246 1.512 -5.715
C 4.698 0.011 0.891
C 1.225 -3.033 -4.104
O -2.078 0.604 -0.530
C 2.668 -2.011 -2.510
H 5.453 2.287 2.355
Cl -1.625 -6.208 -4.469
H -0.222 2.913 4.974
H -4.211 1.168 0.137
H -4.214 -5.197 -4.284
Si 2.694 2.046 1.103
O -1.600 -3.482 -1.313
H 3.088 6.974 1.755
H 1.649 3.389 -1.319
C 3.036 3.910 -7.920
H 3.284 4.624 2.447
C -1.319 -0.199 4.077
H 4.418 2.733 -1.214
C 2.321 1.924 2.935
C 2.566 3.238 -6.731
H 4.323 -0.900 -3.297
C 2.514 3.824 0.599
C -3.132 -1.991 -4.141
C -4.024 -3.049 -4.162
C 0.320 -0.758 2.442
H 0.625 -0.976 4.555
H 3.357 0.769 5.973
O 1.601 1.041 0.381
H 3.732 1.118 -1.459
H 3.670 4.515 -5.405
F -0.717 2.742 0.180
H 2.483 -0.775 3.590
F -2.213 2.966 2.053
C -1.728 0.036 1.751
C 0.758 -3.401 -1.653
C 1.693 2.159 -6.849
F -3.141 3.084 -0.199
C 2.794 6.186 1.072
H 3.744 -1.396 -5.663
H 0.466 2.986 2.625
C 2.719 1.245 5.237
H 2.191 7.543 -0.478
C 1.229 1.287 -3.270
C 1.108 2.492 3.349
C 1.893 5.496 -1.045
C -2.548 0.466 0.569
H 1.370 1.836 -7.830
Cl -0.756 -0.814 -4.206
H 1.732 -2.773 -6.160
O -0.686 -1.479 -1.197
H -5.087 -2.865 -4.090
H 5.366 3.420 1.003
H 0.572 0.672 -5.794
C -1.770 -2.213 -4.223
F -3.061 5.117 1.159
H 6.490 2.058 0.945
N 0.081 -3.837 -4.398
C 2.900 4.857 1.457
Ru 0.321 0.029 -0.534
C -0.608 -2.797 -1.371
C 2.002 4.170 -0.654
C 1.672 1.939 -4.448
H 4.080 0.886 3.631
O 1.769 -1.766 0.855
C 2.996 3.673 -5.478
H 5.485 1.324 -1.299
H -3.481 -0.971 -4.063
H 0.261 -4.801 -4.647
C 2.554 3.026 -4.341
N 3.410 4.446 -8.866
C 1.637 -1.329 1.973
C -2.177 0.155 3.057
H 2.942 -1.824 -1.477
H 2.878 3.352 -3.361
H 0.566 -4.457 -1.839
H 1.210 1.790 6.665
H 5.677 -0.278 0.488
H 3.949 -0.640 0.433
C 3.122 1.312 3.906
O -3.816 0.682 0.881
C 4.427 1.491 0.586
C 1.548 -2.790 -2.775
O 2.628 -1.388 2.850
F -1.546 4.845 -0.793
C 4.512 1.680 -0.937
C 1.512 1.817 5.625
C 2.291 6.506 -0.181
F -0.661 4.787 1.518
H 1.345 -3.311 -0.740
```

---

This record from the OMol25 dataset describes a cluster of 2 separate species, C2H5IS in total. The level of theory is wB97M-V/def2-TZVPD.

Properties
* relative energy (zero: lowest compared OMol25 entry of this formula, charge and spin): 30.56 kcal per mole
* gap between HOMO and LUMO: 8.53 eV

The geometry in XYZ format:
```
9
C2H5IS wB97M-V/def2-TZVPD
H -0.731 0.328 2.560
C 1.142 0.378 -1.433
H -0.521 -0.639 1.038
H 1.871 -0.330 -1.801
H 0.812 0.170 -0.369
S -2.515 -1.197 2.409
C -1.182 -0.515 1.906
I -0.537 0.499 -2.853
H 1.661 1.306 -1.458
```

---

This record from the OMol25 dataset describes the molecule C5H8O. The level of theory is wB97M-V/def2-TZVPD.

Properties
* relative energy (zero: lowest compared OMol25 entry of this formula, charge and spin): 55.39 kcal per mole
* gap between HOMO and LUMO: 10.27 eV

The geometry in XYZ format:
```
14
C5H8O wB97M-V/def2-TZVPD
C -1.376 0.467 -0.044
H -1.319 -1.309 -1.365
C 1.519 -0.694 0.002
H -1.823 1.004 -0.898
O 0.425 -1.529 -0.287
C 1.185 0.825 0.322
H 2.265 -0.668 -0.832
C -0.049 1.359 0.301
C -1.096 -1.019 -0.338
H -1.569 -1.699 0.381
H -0.432 2.380 0.475
H 2.166 1.269 0.533
H 2.087 -1.035 0.900
H -2.002 0.622 0.849
```

---

This record from the OMol25 dataset describes a cluster of 3 separate species, C4H10N4 in total. The level of theory is wB97M-V/def2-TZVPD.

Properties
* relative energy (zero: lowest compared OMol25 entry of this formula, charge and spin): 91.17 kcal per mole
* gap between HOMO and LUMO: 9.31 eV

The geometry in XYZ format:
```
18
C4H10N4 wB97M-V/def2-TZVPD
H -3.144 0.041 -0.952
H 0.504 -1.312 0.085
N 0.689 2.262 -0.169
H -3.744 -1.052 0.325
H 3.407 -0.139 0.275
C -1.656 -0.833 0.229
H -3.133 0.571 0.734
C -3.003 -0.292 0.078
N 1.522 -0.481 -1.584
H 0.296 1.205 1.516
N 2.578 -0.654 0.535
H 2.402 -0.690 1.523
H -0.618 0.520 0.053
H 2.423 -0.186 -1.965
N -0.914 -1.732 0.407
C 0.244 1.252 0.428
H 0.622 2.198 -1.186
C 1.523 -0.678 -0.333
```

---

Q: What is the relative energy (zero: lowest compared OMol25 entry of this formula, charge and spin) in the eighth record?
A: 91.17 kcal per mole

---

Q: The highest relative energy (zero: lowest compared OMol25 entry of this formula, charge and spin) belongs to which entry?
A: C5H7N3